Density functional theory data (ωB97M-V/def2-TZVPD) for C25H24As2BiBr2NO3S4 as an isolated structure.

Last column: natural (NBO) charge in e.
Atoms and positions in Å:
C  3.5214  0.9156  -0.2744  -0.953
H  0.8997  -4.1599  2.2051  0.202
Br  2.9136  3.9018  -3.4690  0.062
H  2.5070  -0.8582  -2.7329  0.234
H  1.5361  -4.2729  -1.3858  0.223
Br  -5.7200  -4.9785  -1.4476  0.101
C  2.4313  -3.0595  3.1852  -0.212
H  -3.4081  -4.1340  -3.1572  0.239
C  2.5616  -1.3379  -1.7579  -0.929
S  -1.5384  0.3696  1.4615  -0.192
H  -1.9910  -2.0840  -3.0189  0.203
S  -5.1553  2.8501  1.1196  0.312
C  1.5631  4.5072  -0.8615  -0.201
H  4.0653  -1.7573  3.8772  0.225
S  -3.1542  2.4245  -1.0036  -0.207
H  4.3984  5.9518  -2.2334  0.238
C  -3.5638  2.1120  0.6754  -0.375
O  -6.0780  2.5125  3.6087  -0.555
C  3.2476  6.6930  -0.5196  -0.173
C  2.5780  4.7863  -1.7843  -0.010
H  3.9091  7.5749  -0.3682  0.221
C  1.2068  -2.3209  1.1720  -0.338
H  -5.9300  -2.3290  -0.2429  0.238
H  1.9972  7.1846  1.0578  0.216
H  -1.9726  -4.3419  0.2866  0.224
O  0.3262  2.9573  -2.1538  -0.690
H  -1.0907  -4.2425  1.8132  0.226
C  1.4412  -3.2375  2.2003  -0.199
C  1.4009  5.3878  0.2174  -0.134
As  -0.1423  -2.7357  -0.1663  0.864
C  -4.2394  -1.2319  -0.8823  0.074
N  -3.1160  -1.1251  -1.5334  -0.451
H  4.2397  0.1557  0.0584  0.226
H  -4.5425  -0.4305  -0.2068  0.212
H  3.4993  1.6351  0.5888  0.241
H  1.8956  -2.1699  -1.7630  0.220
C  2.0212  -1.1143  1.1722  -0.348
C  0.6487  3.3604  -1.0204  0.777
H  3.5932  -1.6710  -1.5915  0.231
C  2.9697  -0.9125  2.1951  -0.207
As  1.8755  -0.0550  -0.4346  0.947
C  -3.5860  -3.3305  -2.4316  -0.294
Bi  -0.9746  0.9865  -0.9768  1.436
H  3.7997  1.3456  -1.1850  0.242
C  3.2144  -1.9180  3.2129  -0.195
C  -5.1955  2.3078  2.8147  0.209
H  0.6260  5.1770  0.9027  0.235
S  -3.8084  1.2279  3.1615  0.321
C  -2.9673  1.3283  1.6287  -0.449
H  -0.0068  -5.0398  -1.3726  0.226
C  2.1647  6.5056  0.2833  -0.233
C  -5.0868  -2.3207  -0.8885  -0.281
H  -2.2658  -2.9024  1.2785  0.245
C  -2.8535  -2.1602  -2.3748  0.046
C  -1.4790  -3.6275  0.9774  -0.944
C  3.5582  5.7615  -1.5346  -0.246
H  3.4520  0.0455  2.1669  0.214
C  0.6459  -4.4628  -0.7587  -0.932
O  0.1824  2.7330  -0.0036  -0.774
C  -4.7210  -3.4151  -1.6451  -0.050
H  1.0644  -5.0231  0.0689  0.221
H  2.6317  -3.9385  3.7908  0.218

Cartesian forces, eV/Å:
0.199 -0.174 2.906
-0.236 -0.391 0.104
-0.360 -0.180 0.624
-0.010 0.082 -0.088
-0.367 0.162 0.117
-0.149 -0.439 -0.274
0.126 -0.291 -0.695
0.400 0.436 0.427
0.303 0.487 0.021
0.651 -0.283 -0.345
0.238 0.229 0.047
0.864 -0.192 0.205
0.370 0.440 -0.072
-0.482 -0.190 0.054
0.573 -0.281 0.395
-0.738 -0.377 0.632
-0.686 -0.364 0.962
0.585 0.120 -0.498
2.044 0.085 -1.288
1.406 -0.070 -0.408
-0.568 -0.787 -0.136
1.515 0.860 1.379
-0.615 -0.029 0.295
-0.355 1.091 1.086
0.162 0.337 0.285
0.170 0.136 -0.299
-0.158 0.697 -0.392
0.521 0.917 -0.218
-0.087 -1.218 -1.502
-0.279 -0.788 0.182
-1.095 0.759 1.514
0.904 -0.847 -1.653
0.112 0.170 -0.443
0.400 0.201 -0.223
-0.184 -0.249 -1.144
-0.293 -0.679 -0.168
-0.511 -2.168 0.599
-0.921 -1.233 -0.872
-0.279 0.152 0.236
-1.080 -1.396 0.170
0.407 0.070 -0.073
-0.496 -0.320 -0.771
-0.609 0.692 0.084
0.437 0.861 -1.277
-0.396 1.477 -1.704
-0.184 -0.559 -0.088
-0.689 -0.113 0.714
-0.016 0.059 0.427
-1.430 1.366 -1.232
-0.775 -0.433 -0.169
0.306 0.047 0.607
0.591 -0.588 -0.407
0.674 -0.454 0.143
0.180 0.194 0.377
-0.907 -0.197 -0.406
-1.104 1.235 0.119
0.652 0.031 0.360
1.605 0.957 -0.313
0.182 0.229 0.682
-0.158 0.539 0.714
-0.412 -0.222 0.320
0.052 0.393 0.371

Summary:
* HOMO-LUMO gap: 0.2675 Ha
* HOMO: -7.313 eV
* max |F|: 2.92 eV/Å
* energy relative to the best compared isomer or geometry (same formula, charge and spin): 0.00 kJ/mol